[1]
Here is a single C6H8N2 molecule from the OMol25 dataset. Energies are from wB97M-V/def2-TZVPD.

```
! wB97M-V def2-TZVPD RIJCOSX def2/J DEFGRID3
* xyz 0 1
C 0.53 -1.60 -1.04
C -0.50 -1.49 1.24
C -0.83 -0.41 2.08
C -0.27 0.40 0.21
C 0.06 1.37 -0.89
C 0.25 2.67 -0.72
H 0.33 -2.66 -0.83
H 0.22 -1.09 -1.94
H 1.62 -1.39 -0.95
H -0.51 -2.56 1.56
H -1.00 -0.39 3.16
H 0.31 0.83 -1.82
H 0.11 3.25 0.14
H 0.47 3.19 -1.63
N -0.10 -0.90 0.03
N -0.69 0.79 1.39
*
```

For the gap between HOMO and LUMO, the calculation gives 9.10 eV. As for the structure (SMILES): C=Cc1nccn1C. The value obtained for the energy relative to the best compared isomer or geometry (same formula, charge and spin) is 27.0 kcal/mol. Its maximum force is 4.14 eV/A. As for the calculated total energy: -342.8909 Eh. The HOMO energy is -8.243 eV.

Atomic partial charges in e from the Mulliken method, atoms 1 to 2: number 1, C, carries -0.82; number 2, C, carries -0.21

***

[2]
Here is a molecular structure, C6H8N2 from the OMol25 dataset. Energies are from wB97M-V/def2-TZVPD.

```
! wB97M-V def2-TZVPD RIJCOSX def2/J DEFGRID3
* xyz 0 1
C 0.74 1.73 0.03
C 1.31 0.43 0.84
C 0.05 -0.09 0.80
C -0.09 0.08 -0.75
C -1.30 -0.40 -0.94
C -0.66 -1.77 -0.13
H 0.37 2.39 0.80
H 1.57 2.24 -0.51
H 1.69 0.65 1.85
H -0.73 0.26 1.52
H 0.68 -0.35 -1.45
H -2.24 -0.19 -0.46
H -0.27 -2.54 -0.84
H -1.48 -2.17 0.49
N 0.48 -1.34 0.85
N -0.45 1.32 -0.92
*
```

For the gap between HOMO and LUMO, the calculation gives 5.75 eV. The value obtained for the energy relative to the best compared isomer or geometry (same formula, charge and spin) is 391.5 kcal/mol. Its maximum force is 8.97 eV/A. As for the calculated total energy: -342.3100 Eh. The HOMO energy is -7.545 eV.

Atomic partial charges in e from the Mulliken method, atoms 1 to 2: number 1, C, carries -0.53; number 2, C, carries -0.53

***

Q: Which value of gap between HOMO and LUMO does entry 2 give?
A: 5.75 eV

***

Q: Number 2 is which compound?
A: C6H8N2

***

Q: What is the formula in the first record?
A: C6H8N2

***

Q: Which formula does entry 1 have?
A: C6H8N2